Entry 1:
C4H4N3OS | the ωB97M-V functional and the def2-TZVPD basis

Structure (ORCA input):
```
! RIJCOSX wB97M-V def2-TZVPD def2/J DEFGRID3
* xyz -1 1
S -3.7004 -0.6088 -0.0193
O -2.1266 1.4366 0.2283
N 1.9401 1.2260 0.0333
N -1.0986 -0.5905 -0.5167
N 0.1784 -0.1371 -0.2504
C 0.6739 1.2000 -0.3994
C 2.2959 -0.0661 0.3613
C 1.1857 -0.8792 0.1777
C -2.3454 0.2906 -0.0059
H -0.0360 2.0310 -0.4579
H -1.0855 -1.5383 -0.1525
H 3.2982 -0.3557 0.7401
H 0.8204 -2.0084 0.2612
*
```

The value obtained for the HOMO-LUMO gap is 7.803 eV. Its SMILES is [O-]C(=S)Nn1ccnc1. The calculation puts the molar mass at 142.163 g mol⁻¹.

Atom charges from the Mulliken analysis, given in e for atoms 1 to 2: S -0.53; O -0.55

Entry 2:
C4H4N3OS | the ωB97M-V functional and the def2-TZVPD basis

Structure (ORCA input):
```
! RIJCOSX wB97M-V def2-TZVPD def2/J DEFGRID3
* xyz -1 1
S 0.7099 0.2904 -3.9256
O -0.9529 2.0627 0.2215
N -0.1806 1.1430 -1.6724
N 0.2098 -1.8264 -1.3419
N -0.0618 0.3520 -2.6135
C -0.4663 1.0529 -0.2938
C 0.3150 -1.3491 -0.1818
C -0.0676 0.0810 1.9562
C -0.1199 -0.1105 0.4146
H -0.3159 -0.8120 2.6819
H -0.7113 0.8765 2.1884
H 1.0168 0.3724 2.0313
H 0.6249 -2.1329 0.5351
*
```

The value obtained for the HOMO-LUMO gap (alpha / beta) is 5.620 / 5.748 eV. The calculation puts the molar mass at 142.163 g mol⁻¹.

Atom charges from the Mulliken analysis, given in e for atoms 1 to 2: S -0.36; O -0.69

Entry 3:
C4H4N4 | the ωB97M-V functional and the def2-TZVPD basis

Structure (ORCA input):
```
! RIJCOSX wB97M-V def2-TZVPD def2/J DEFGRID3
* xyz 0 1
N -1.1072 1.3014 0.1006
N -2.0848 -0.9488 0.2098
N -0.9996 -1.4670 0.1557
N 1.6045 -1.0186 0.0972
C 0.1322 -0.6769 0.0013
C 1.5823 0.6469 0.1469
C -2.1948 0.3956 -0.0874
C 0.0543 0.5636 0.0756
H -3.1731 0.6743 -0.3347
H 1.9071 -1.4844 -0.9685
H 1.8771 0.8769 1.2879
H 2.4020 1.1369 -0.6844
*
```

The value obtained for the HOMO-LUMO gap is 8.563 eV. The calculation puts the molar mass at 108.104 g mol⁻¹.

Atom charges from the Mulliken analysis, given in e for atoms 1 to 2: N -0.56; N -0.44

Entry 4:
C4H4N4 | the ωB97M-V functional and the def2-TZVPD basis

Structure (ORCA input):
```
! RIJCOSX wB97M-V def2-TZVPD def2/J DEFGRID3
* xyz 0 1
N 2.5242 -1.2227 -0.0845
N -1.3449 1.4604 -0.0695
N -2.1164 -1.6957 -0.0471
N 0.8898 1.7743 0.0099
C 1.4068 -0.8553 0.0880
C -1.0973 -1.1779 -0.0023
C 0.0465 -0.4498 0.1461
C -0.1331 0.9650 -0.0442
H -1.6240 2.1565 0.6706
H -2.0663 0.7772 -0.1932
H 1.8437 1.3180 0.1563
H 0.8401 2.6416 -0.4206
*
```

The value obtained for the HOMO-LUMO gap is 9.071 eV. Its SMILES is N#CC(C#N)=C(N)N. The calculation puts the molar mass at 108.104 g mol⁻¹.

Atom charges from the Mulliken analysis, given in e for atoms 1 to 2: N -0.48; N -0.48

Entry 5:
C4H4N4 | the ωB97M-V functional and the def2-TZVPD basis

Structure (ORCA input):
```
! RIJCOSX wB97M-V def2-TZVPD def2/J DEFGRID3
* xyz 0 1
N -0.7093 0.9786 1.7763
N -1.5223 -0.5009 -0.1743
N -0.6535 0.0422 0.7177
N 0.5288 1.6082 1.9326
C 0.5066 0.2227 0.1944
C 1.2751 1.2451 0.8229
C -0.6765 -1.0910 -1.2404
C 0.6066 -0.5098 -1.0191
H 2.3001 1.6667 0.3650
H -2.0425 -1.3941 0.3087
H 1.4814 -0.3659 -1.8045
H -1.0945 -1.9018 -1.8794
*
```

The value obtained for the HOMO-LUMO gap is 8.985 eV. Its SMILES is c1cc2cnnn2[nH]1. The calculation puts the molar mass at 108.104 g mol⁻¹.

Atom charges from the Mulliken analysis, given in e for atoms 1 to 2: N -0.58; N -0.46

Entry 6:
C4H4N4 | the ωB97M-V functional and the def2-TZVPD basis

Structure (ORCA input):
```
! RIJCOSX wB97M-V def2-TZVPD def2/J DEFGRID3
* xyz 0 1
N -0.8151 -1.5199 -1.2110
N 0.5024 1.3418 0.9014
N 0.5137 1.4977 -2.5060
N -0.6804 -0.6724 1.0463
C 0.7220 0.9738 -1.4734
C 0.8062 0.3795 -0.1808
C -0.3439 0.6078 1.5821
C -0.3542 -0.7370 -0.2562
H 1.8745 0.0417 0.0310
H -0.1728 -1.4613 -2.0325
H -0.5852 0.7319 2.6117
H -1.4672 -1.1835 1.4875
*
```

The value obtained for the HOMO-LUMO gap is 10.223 eV. Its SMILES is [H]/N=C1/NC=N[C@@H]1C#N. The calculation puts the molar mass at 108.104 g mol⁻¹.

Atom charges from the Mulliken analysis, given in e for atoms 1 to 2: N -0.70; N -0.51

Entry 7:
C4H4N4 | the ωB97M-V functional and the def2-TZVPD basis

Structure (ORCA input):
```
! RIJCOSX wB97M-V def2-TZVPD def2/J DEFGRID3
* xyz 0 3
N -1.3607 0.7430 0.4767
N 0.2965 -0.7596 0.0242
N -0.0417 0.5021 0.1499
N 0.8839 1.3914 0.1113
C -2.0938 -0.5706 0.4012
C 1.6276 -0.6708 0.0764
C 1.9759 0.6660 0.1361
C -2.2053 0.1635 -0.6224
H 2.2020 -1.5240 -0.0061
H -2.3645 0.4002 -1.7205
H -1.8825 -1.4671 0.9258
H 2.9627 1.1260 0.0474
*
```

The value obtained for the HOMO-LUMO gap (alpha / beta) is 5.043 / 5.815 eV. The calculation puts the molar mass at 108.104 g mol⁻¹. The expectation value of S² is 2.0081.

Atom charges from the Mulliken analysis, given in e for atoms 1 to 2: N -0.48; N -0.78

Entry 8:
C4H4N4O | the ωB97M-V functional and the def2-TZVPD basis

Structure (ORCA input):
```
! RIJCOSX wB97M-V def2-TZVPD def2/J DEFGRID3
* xyz 0 1
O -0.6776 0.5808 0.1256
N 0.0048 -1.4650 -0.2591
N -2.0867 0.9812 0.4489
N -3.0344 0.1423 -0.1098
N -2.4014 -0.8075 -0.6162
C 2.3568 1.1077 -0.5196
C 1.1981 -1.0781 0.4705
C 1.7767 0.1671 0.0465
C -0.8718 -0.6117 -0.3604
H -2.0280 2.0087 0.2348
H 2.1661 -1.7672 0.2446
H 0.8863 -1.1424 1.6012
H 2.7112 1.8840 -1.3069
*
```

The value obtained for the HOMO-LUMO gap is 9.735 eV. Its SMILES is C#CC/N=c1/nn[nH]o1. The calculation puts the molar mass at 124.103 g mol⁻¹.

Atom charges from the Mulliken analysis, given in e for atoms 1 to 2: O -0.21; N -0.49

Entry 9:
C4H4N4O | the ωB97M-V functional and the def2-TZVPD basis

Structure (ORCA input):
```
! RIJCOSX wB97M-V def2-TZVPD def2/J DEFGRID3
* xyz 0 1
O -0.5639 0.9836 0.5633
N -0.1423 -1.3487 -1.8309
N -2.1073 -0.3320 -1.1471
N 1.0018 1.1961 2.1213
N -0.7784 0.3677 -0.6426
C 1.2721 -0.3939 0.2679
C 0.2157 -0.5645 -0.8879
C -1.4563 -1.1521 -2.0238
C 0.6235 0.7169 0.9375
H 1.9162 1.6743 1.9677
H 2.1576 -0.8128 0.3261
H -2.0845 -2.0212 -2.7298
H -0.0541 1.6865 3.0784
*
```

The value obtained for the HOMO-LUMO gap is 7.822 eV. The calculation puts the molar mass at 124.103 g mol⁻¹.

Atom charges from the Mulliken analysis, given in e for atoms 1 to 2: O -0.27; N -0.65

Entry 10:
C4H4N4O | the ωB97M-V functional and the def2-TZVPD basis

Structure (ORCA input):
```
! RIJCOSX wB97M-V def2-TZVPD def2/J DEFGRID3
* xyz 0 1
O -3.1672 -0.8421 -0.0183
N -0.8399 1.5750 -0.0389
N 1.6530 -1.2985 0.2394
N -0.8791 -0.7946 -0.2044
N 2.1825 1.0744 -0.1019
C -0.1290 0.2645 -0.0884
C -2.0762 1.1404 0.1626
C 1.3167 0.0728 -0.0050
C -2.1192 -0.2543 -0.1114
H 0.9725 -1.9149 -0.1347
H 3.1800 0.6231 -0.2754
H 2.6808 -1.5127 0.0727
H -2.7749 1.8667 0.5039
*
```

The value obtained for the HOMO-LUMO gap is 7.992 eV. Its SMILES is [H]/N=C(\N)C1=NC(=O)C=N1. The calculation puts the molar mass at 124.103 g mol⁻¹.

Atom charges from the Mulliken analysis, given in e for atoms 1 to 2: O -0.49; N -0.45

Entry 11:
C4H4N4O2 | the ωB97M-V functional and the def2-TZVPD basis

Structure (ORCA input):
```
! RIJCOSX wB97M-V def2-TZVPD def2/J DEFGRID3
* xyz 0 1
O -0.6689 -1.8543 -0.0691
O 1.5742 -1.2374 -0.1375
N 3.4018 0.3759 -0.0224
N -0.0081 0.3048 -0.0706
N 1.1960 1.0141 -0.0546
N -2.3145 0.4135 -0.0726
C -3.5698 0.0464 -0.0151
C 0.1764 -1.0215 -0.0410
C 2.0725 0.0561 -0.1411
C -1.1611 0.9919 -0.0932
H -3.9983 -0.5610 -0.8667
H -4.1407 0.3246 0.7776
H 3.5036 1.3626 0.2419
H 3.9370 -0.2156 0.5642
*
```

The value obtained for the HOMO-LUMO gap is 8.810 eV. The calculation puts the molar mass at 140.102 g mol⁻¹.

Atom charges from the Mulliken analysis, given in e for atoms 1 to 2: O -0.53; O -0.34

Entry 12:
C4H4N4O3PS | the ωB97M-V functional and the def2-TZVPD basis

Structure (ORCA input):
```
! RIJCOSX wB97M-V def2-TZVPD def2/J DEFGRID3
* xyz -1 1
S 2.2426 3.0650 -0.5851
P 2.0792 -1.3852 0.0386
O 3.2221 -1.7538 -0.8348
O 0.2178 -1.5724 -0.8462
O 1.7426 -2.0779 1.2804
N -0.5757 1.3460 0.9493
N -2.0360 -0.2584 0.3389
N 0.2073 0.4051 0.3758
N -3.1889 -0.7293 -0.1626
C -1.8362 1.0138 0.8421
C -0.3409 -0.6160 -0.2025
C 2.5346 1.4109 -0.2089
C 1.6204 0.4314 0.0012
H 3.5006 0.9425 -0.5393
H -3.2181 -1.6666 -0.4797
H -2.6383 1.7569 1.0442
H -3.5332 -0.3122 -1.0114
*
```

The value obtained for the HOMO-LUMO gap is 6.460 eV. The calculation puts the molar mass at 219.142 g mol⁻¹.

Atom charges from the Mulliken analysis, given in e for atoms 1 to 2: S -0.47; P 0.94

Relative energy (zero: lowest compared OMol25 entry of this formula, charge and spin) values, unit kcal/mol, following the record order: 0.0; 110.4; 130.6; 16.1; 104.5; 33.8; 150.8; 163.6; 173.0; 49.1; 50.6; 0.0.
Max |F| values, unit eV Å⁻¹, following the record order: 4.5; 5.7; 9.6; 3.9; 5.9; 5.0; 5.7; 5.2; 10.0; 6.1; 5.3; 4.9.